(1)
Here is a structure of composition C15H29As2NO7P2S4Ta in a non-equilibrium geometry from the OMol25 dataset. Energies are from the ωB97M-V functional and the def2-TZVPD basis.

```
61
Properties=species:S:1:pos:R:3
Ta 0.28118 -0.92795 0.62301
O -1.64864 0.71848 1.75936
P -0.78841 0.15840 3.00966
O -1.00028 0.75820 4.31502
O 0.61263 0.14965 2.33289
O -1.19101 -1.41007 2.87892
P -2.27755 -2.04455 1.80882
O -2.22070 -3.57054 2.11490
O -3.56542 -1.35523 1.95257
O -1.52907 -1.83812 0.46243
H -2.59933 0.56059 1.91443
H -1.72316 -4.06286 1.40547
C -0.87036 3.48575 0.66191
N 0.29704 2.65317 0.82806
C 1.14136 3.14155 1.90039
C 1.00856 2.50837 -0.43062
C 2.22770 1.62069 -0.34230
C 3.46412 2.21969 -0.58858
C 4.63403 1.48111 -0.60371
C 4.55728 0.11245 -0.39877
C 3.32987 -0.48642 -0.15953
C 2.13116 0.24217 -0.08533
H -0.61065 4.51921 0.36583
H -1.43350 3.52885 1.59557
H -1.51672 3.06330 -0.10993
H 1.53292 4.15421 1.69214
H 1.98247 2.46818 2.05063
H 0.56422 3.17784 2.82573
H 1.31244 3.49410 -0.83246
H 0.29856 2.08414 -1.14732
H 3.49936 3.28697 -0.78105
H 5.58573 1.96303 -0.79189
H 5.44897 -0.50175 -0.43584
H 3.31643 -1.56222 -0.04366
S -0.79716 -4.97125 -0.41335
As 0.95110 -3.83939 -0.68974
S 0.67610 -1.85274 -1.66310
S 1.33356 -2.80284 1.40380
S 2.75998 -4.64800 -1.26954
C -3.88859 1.89581 -0.40818
C -3.02629 1.91823 -1.66713
As -1.69624 0.46144 -1.63616
C -2.90176 -1.05002 -1.97139
C -3.82622 -0.90821 -3.17175
C -0.82649 0.63259 -3.40418
C -1.37356 1.71035 -4.33155
H -4.72449 2.59327 -0.49055
H -3.30554 2.18403 0.46774
H -4.30322 0.90344 -0.21782
H -2.49677 2.86819 -1.75935
H -3.64048 1.81030 -2.56142
H -3.46389 -1.21485 -1.05150
H -2.23641 -1.90822 -2.07553
H -4.57842 -0.13152 -3.01946
H -4.35973 -1.84360 -3.35310
H -3.27634 -0.66815 -4.08421
H -0.89127 -0.35412 -3.86472
H 0.23310 0.80395 -3.20473
H -2.42333 1.54416 -4.57703
H -0.81362 1.72835 -5.26917
H -1.29379 2.70352 -3.88605
```

Properties
Kohn-Sham gap (hartree): 0.2504
Total charge: -1
LUMO (Eh): 0.04875
Energy (Ha): -7974.91598
ΔE to the lowest compared entry with this formula, charge and spin (eV): 1.254

***

(2)
Here is the molecule C4H7NO in a non-equilibrium geometry from the OMol25 dataset. Energies are from the ωB97M-V functional and the def2-TZVPD basis.

```
13
Properties=species:S:1:pos:R:3
N -2.37767 1.81288 -0.53132
C -1.85605 0.85689 -0.14075
C -1.16523 -0.35457 0.31619
C 0.10858 -0.61557 -0.50021
C 1.20947 0.39386 -0.18646
O 1.69698 0.25868 1.13685
H -0.90957 -0.23229 1.37447
H -1.86180 -1.19551 0.23734
H 0.46771 -1.62650 -0.27164
H -0.12437 -0.58859 -1.57114
H 2.02207 0.30324 -0.91961
H 0.81178 1.41148 -0.27022
H 2.33700 -0.46420 1.14255
```

Properties
Kohn-Sham gap (hartree): 0.4233
LUMO (Eh): 0.02514
Energy (Ha): -286.59326
ΔE to the lowest compared entry with this formula, charge and spin (eV): 1.044

***

(3)
Here is a structure of composition C5H8O from the OMol25 dataset. Energies are from the ωB97M-V functional and the def2-TZVPD basis.

```
14
Properties=species:S:1:pos:R:3
C -0.50204 1.58382 -0.42726
C -0.67581 0.10303 -0.61822
C 0.42975 -0.91520 -0.47631
C 1.25520 -0.66132 0.77646
O 0.06841 -0.49807 1.58181
C -0.74652 -0.89548 0.48117
H 0.22637 1.79338 0.35903
H -1.44616 2.05523 -0.14155
H -0.15424 2.04957 -1.35532
H -1.31981 -0.18224 -1.45200
H 0.70960 -1.52282 -1.32303
H 1.91505 0.21466 0.79261
H 1.80837 -1.54691 1.11808
H -1.56817 -1.57765 0.68452
```

Properties
Kohn-Sham gap (hartree): 0.3816
LUMO (Eh): 0.04078
Energy (Ha): -270.47014
ΔE to the lowest compared entry with this formula, charge and spin (eV): 2.388

***

Question: ΔE to the lowest compared entry with this formula, charge and spin of number 1 (C15H29As2NO7P2S4Ta)?
Answer: 1.254 eV